C37H49AsBrInN2O3S5 as an isolated structure at a distorted geometry. Source: the OMol25 dataset; level of theory: wB97M-V/def2-TZVPD.

Results
Gap between HOMO and LUMO (alpha / beta) (eV): 4.91 / 6.41
HOMO (alpha / beta) (eV): -6.36 / -7.38

Atoms and positions in Å:
In: 0.33160 0.13970 0.02420
C: -0.86950 -1.31840 2.92910
C: -0.22620 -2.26470 2.14910
C: 1.22900 -1.98480 2.27310
C: 1.34040 -0.89600 3.11710
C: 0.06610 -0.48400 3.56060
C: -0.23990 0.58290 4.57250
C: -1.43520 0.18080 5.45020
C: -0.60400 1.88100 3.83850
C: 0.96290 0.84400 5.48300
C: 2.45090 -2.74880 1.79910
C: 3.73240 -2.07120 2.30820
C: 2.46890 -4.18140 2.36250
C: 2.58310 -2.77630 0.27150
C: -1.02480 -3.44200 1.62320
C: -0.51280 -4.08490 0.33350
C: -2.46530 -2.99780 1.31360
C: -1.08630 -4.50060 2.74150
H: -1.92660 -1.26300 3.09680
H: 2.25360 -0.43820 3.43980
H: -2.34370 0.09410 4.86050
H: -1.60630 0.93570 6.21630
H: -1.24200 -0.76950 5.94160
H: -1.49280 1.71620 3.23570
H: 0.20620 2.19560 3.18370
H: -0.81400 2.67560 4.55110
H: 1.28780 -0.08220 5.95000
H: 0.68880 1.54970 6.26540
H: 1.79080 1.26460 4.91930
H: 3.79270 -2.09360 3.39250
H: 3.78320 -1.03880 1.96970
H: 4.59750 -2.59780 1.90920
H: 2.24940 -4.16760 3.42800
H: 3.45860 -4.61530 2.22270
H: 1.75450 -4.83280 1.87070
H: 2.89010 -1.79280 -0.08470
H: 1.65040 -3.01320 -0.22270
H: 3.33910 -3.50750 -0.01800
H: -0.47720 -3.34030 -0.46190
H: -1.20080 -4.87530 0.03420
H: 0.46380 -4.53590 0.45490
H: -2.45240 -2.11830 0.67210
H: -3.02250 -2.77160 2.21690
H: -2.99080 -3.79990 0.79870
H: -0.09860 -4.87560 2.98760
H: -1.70780 -5.33920 2.43270
H: -1.51100 -4.06570 3.64300
S: 5.29510 6.20440 -0.36150
C: 4.03360 5.17930 -0.51330
S: 3.82600 4.12120 -1.88680
C: 2.33770 3.33190 -1.36690
C: 1.81620 3.78810 -0.15420
S: 0.37760 3.28500 0.52240
S: 2.78370 5.00460 0.68530
S: 1.64920 2.12160 -2.28570
C: -3.00690 1.70680 0.72660
O: -2.50580 0.72850 -0.16030
C: -3.29520 0.36710 -1.19650
C: -4.61630 0.75370 -1.32670
C: -5.32100 0.38350 -2.46340
Br: -7.13530 0.94030 -2.63600
C: -4.73870 -0.34730 -3.46880
C: -3.40770 -0.77760 -3.34020
C: -2.68130 -0.42630 -2.19430
O: -1.41010 -0.78020 -1.98300
C: -2.78710 -1.53920 -4.41040
N: -1.51560 -1.87820 -4.49350
C: -1.37760 -2.54300 -5.69020
C: -0.26380 -3.09160 -6.31920
C: -0.44030 -3.68030 -7.55270
C: -1.68790 -3.72680 -8.17920
C: -2.80730 -3.19050 -7.57810
C: -2.63260 -2.60590 -6.33530
N: -3.50100 -1.96520 -5.49770
H: -3.30550 2.61000 0.19000
H: -2.17590 1.95150 1.38310
H: -3.84720 1.32240 1.31330
H: -5.09940 1.36530 -0.58430
H: -5.31740 -0.55810 -4.35470
H: -1.00770 -1.18190 -2.78430
H: 0.71040 -3.03540 -5.86340
H: 0.41010 -4.11500 -8.05590
H: -1.76960 -4.17910 -9.15460
H: -3.77450 -3.21010 -8.05390
H: -4.48560 -1.84510 -5.66060
C: 4.02050 -1.35040 -3.21150
As: 2.08780 -1.51270 -3.35420
C: 1.70270 -3.42560 -3.47070
C: 1.56220 -0.49600 -4.92920
O: 1.32270 -0.97050 -2.03160
H: 4.50110 -1.67320 -4.13160
H: 4.36850 -1.95730 -2.37750
H: 4.26050 -0.30660 -3.01480
H: 2.20220 -3.91590 -4.30120
H: 0.62290 -3.55280 -3.54060
H: 2.04690 -3.86070 -2.53270
H: 2.08670 -0.82940 -5.82180
H: 1.80160 0.54790 -4.72320
H: 0.48660 -0.58370 -5.06510